1.
Entry from OMol25: 2 unconnected molecules or ions with the total composition CH6N3S at a distorted geometry (ωB97M-V/def2-TZVPD).

Values from the calculation:
E_LUMO = 4.3151 eV
E_HOMO = -3.344 eV
E = -16440.3831 eV
HOMO-LUMO gap = 7.659 eV

Structure (ORCA input):
```
! RIJCOSX wB97M-V def2-TZVPD def2/J DEFGRID3
* xyz -1 1
S -0.361 0.128 -2.443
H -1.540 0.709 -2.180
N 0.854 -0.944 2.053
C 0.101 0.014 1.270
N 0.829 0.572 0.261
N -1.098 0.354 1.619
H 0.226 -1.571 2.549
H 1.306 -1.580 1.399
H 1.803 0.398 0.476
H 0.141 0.456 -1.091
H -1.261 -0.041 2.542
*
```

2.
Entry from OMol25: a single CH6N4O molecule at a distorted geometry (ωB97M-V/def2-TZVPD).

Values from the calculation:
SMILES = [H]/N=N/N(O)NC
E_LUMO = 0.6391 eV
E_HOMO = -8.101 eV
E = -9136.8370 eV
HOMO-LUMO gap = 8.740 eV

Structure (ORCA input):
```
! RIJCOSX wB97M-V def2-TZVPD def2/J DEFGRID3
* xyz 0 1
H 2.233 -1.453 0.628
N 1.803 -1.136 -0.279
N 0.624 -1.442 -0.361
N -0.371 -0.351 -1.088
O 0.272 0.822 -1.522
N -1.191 -0.040 -0.051
C -0.651 0.791 1.011
H 0.527 0.642 -2.435
H -1.671 -0.877 0.257
H -0.517 1.803 0.629
H -1.375 0.819 1.824
H 0.315 0.423 1.389
*
```

3.
Entry from OMol25: a single CH6N4O molecule at a distorted geometry (ωB97M-V/def2-TZVPD).

Values from the calculation:
E_LUMO (alpha / beta) = 0.2103 / 0.2169 eV
E_HOMO (alpha / beta) = -8.535 / -8.632 eV
E = -9137.4915 eV
HOMO-LUMO gap (alpha / beta) = 8.745 / 8.849 eV

Structure (ORCA input):
```
! RIJCOSX wB97M-V def2-TZVPD def2/J DEFGRID3
* xyz 0 1
C 0.767 0.433 0.159
N 0.753 -0.889 -0.443
N -0.327 -1.600 -0.077
N 0.072 0.649 1.364
N -0.046 0.890 -1.105
O -1.289 0.785 -0.919
H 0.417 -0.043 -1.668
H 1.773 0.842 0.131
H -0.554 -2.327 -0.745
H -1.126 -0.992 0.192
H -0.910 0.862 1.190
H 0.472 1.391 1.920
*
```

4.
Entry from OMol25: a single CH6N4O4S molecule at a distorted geometry (ωB97M-V/def2-TZVPD).

Values from the calculation:
E_LUMO (alpha / beta) = 0.2736 / -4.3181 eV
E_HOMO (alpha / beta) = -3.777 / -10.551 eV
E = -26111.4830 eV
HOMO-LUMO gap (alpha / beta) = 4.051 / 6.233 eV
Expectation value of S² = 2.010

Structure (ORCA input):
```
! RIJCOSX wB97M-V def2-TZVPD def2/J DEFGRID3
* xyz 0 3
C 1.760 0.561 0.176
N 3.110 0.330 0.446
N 1.156 -0.565 -0.257
N -0.962 0.264 0.487
N -0.247 -0.485 -0.554
O -2.708 0.257 -1.299
O 1.197 1.633 0.156
O -3.390 0.820 1.041
O -2.673 -1.424 0.507
S -2.521 0.148 0.135
H 3.579 -0.344 -0.290
H 3.637 1.165 0.506
H 1.251 -1.519 0.169
H -0.487 1.251 0.567
H -2.391 -1.967 -0.285
H -0.310 -0.126 -1.504
*
```